The following is a quantum chemistry calculation of a molecular structure, C3H10N2O2, from the OMol25 dataset.

## Properties
LUMO (alpha / beta) = 0.0091 / 0.0091 Ha
Charge = 0
Orbital gap (alpha / beta) = 8.8 / 8.8 eV
ΔE to the lowest compared entry with this formula, charge and spin = 139.6 kcal/mol
Multiplicity = 1

Geometry as XYZ:
```
17
Properties=species:S:1:pos:R:3:nbo_charge:R:1
C -0.5106 2.1137 0.4854 -0.276
C -0.5515 -0.0229 -1.1954 0.557
O -0.8476 0.7419 0.4342 -0.591
O 0.2878 0.5142 -1.9226 -0.712
H -1.6251 0.0478 -1.4405 0.123
H 0.1592 2.3639 -0.3441 0.202
H -0.0022 2.3377 1.4311 0.176
H -1.4103 2.7340 0.4289 0.189
C 0.3771 -0.3986 1.3821 -0.216
N -0.2326 -1.3232 -0.5717 -0.467
N 0.8651 -2.0423 -1.1059 -0.659
H -1.0500 -1.9261 -0.5204 0.374
H 1.4485 -1.3257 -1.5426 0.381
H 1.3835 -2.4401 -0.3227 0.336
H 0.0685 0.1755 2.2485 0.189
H 0.3263 -1.4544 1.6246 0.191
H 1.3137 -0.0955 0.9312 0.203
```